# 1
89
Properties=species:S:1:pos:R:3:forces:R:3 method="wB97M-V/def2-TZVPD" lumo_ev="-6.5 / -6.5" e_homo_ev="-12.36 / -12.80" multiplicity=2 charge=+2 gap_ev="5.83 / 6.34" de_lowest_kj_mol=155.55 mol_weight_g_mol=942.08
W -1.2676 -0.9964 0.6967 -1.020 -0.223 0.573
Cl 0.0604 1.7334 6.5558 0.010 -0.011 0.043
C -0.5448 1.5691 4.9569 -0.007 0.037 -0.050
C -1.0955 0.3539 4.5755 -0.034 0.108 -0.032
C -1.5681 0.2107 3.2748 0.005 0.192 -0.169
N -2.0102 -0.9550 2.6359 0.210 0.040 0.104
C -2.2540 -2.0911 3.3720 -0.038 0.096 0.007
O -2.3416 -2.1684 4.5753 0.009 0.005 -0.127
C -2.4613 -3.2826 2.5023 -0.030 -0.047 -0.193
C -2.9382 -4.4680 3.0316 0.036 0.085 -0.034
C -3.1679 -5.5282 2.1749 -0.003 -0.027 -0.042
C -2.9121 -5.3553 0.8212 -0.012 -0.009 0.055
C -2.4185 -4.1441 0.3808 0.043 0.074 0.062
N -2.1855 -3.1084 1.2006 0.118 -0.082 0.114
C -1.4943 1.2765 2.3791 -0.095 -0.135 -0.004
C -0.9438 2.4877 2.7624 -0.091 -0.140 0.090
C -0.4678 2.6330 4.0549 0.008 -0.052 -0.004
Cl 0.2333 4.1350 4.5073 0.021 0.057 0.001
N -1.9066 0.9430 1.0296 0.174 0.590 0.020
C -2.6118 2.0063 0.4452 -0.202 -0.175 0.236
O -3.1726 2.8496 1.1072 0.202 -0.237 -0.061
C -2.6908 2.2491 -1.0489 0.066 -0.074 -0.274
C -2.9706 3.5410 -1.4734 0.018 -0.162 0.042
C -2.9850 3.8194 -2.8273 0.009 -0.003 -0.100
C -2.7278 2.8099 -3.7529 -0.029 0.078 0.044
C -2.4920 1.5420 -3.2862 0.017 -0.087 0.125
N -2.4762 1.2951 -1.9657 0.090 -0.044 0.291
H -1.1531 -0.4534 5.2856 -0.004 -0.002 -0.002
H -3.1223 -4.5193 4.0953 -0.004 0.012 0.007
H -3.5448 -6.4703 2.5489 -0.004 -0.003 0.001
H -3.0856 -6.1508 0.1108 0.006 0.001 0.001
H -2.2039 -4.0150 -0.6683 0.013 0.024 0.002
H -0.8887 3.3319 2.0945 0.000 0.032 -0.051
H -3.1676 4.2976 -0.7293 0.010 -0.008 0.009
H -3.1970 4.8247 -3.1656 0.008 0.002 -0.018
H -2.7271 3.0020 -4.8155 -0.009 0.008 -0.007
H -2.3165 0.6974 -3.9365 0.006 0.005 0.000
C -0.8503 -3.3399 -4.0405 0.026 -0.016 0.009
O -0.2674 -3.1791 -2.7271 -0.025 -0.006 -0.001
C -0.8836 -2.4658 -1.8318 -0.165 0.030 0.295
O -0.3591 -2.3274 -0.6961 0.267 -0.146 -0.471
N -2.0671 -1.8869 -2.0323 0.123 -0.093 0.040
N -2.6082 -1.1921 -0.9203 -0.215 -0.025 -0.384
H -0.1656 -3.9844 -4.5793 -0.007 0.015 -0.002
H -0.9125 -2.3711 -4.5360 -0.011 -0.001 -0.003
H -1.8241 -3.8248 -3.9683 -0.002 0.009 0.005
H -2.6028 -1.9821 -2.8815 0.000 0.034 0.028
H -3.4896 -1.6461 -0.6721 0.161 0.072 -0.028
H -2.3942 0.3031 -1.5887 -0.346 0.380 -0.129
O 0.2365 -1.7034 1.8583 0.609 -0.396 -0.120
N 1.5887 -1.6487 1.7603 -0.107 0.140 0.176
C 2.2469 -2.4342 0.8974 -0.052 0.062 0.058
C 3.6233 -2.3783 0.8548 -0.020 0.009 0.004
C 4.3029 -1.5262 1.7133 -0.026 0.001 0.023
C 3.5850 -0.7465 2.6103 0.025 -0.005 -0.046
C 2.2122 -0.8240 2.6173 -0.122 -0.032 -0.083
H 1.6358 -3.0674 0.2766 -0.023 -0.015 -0.013
H 4.1493 -3.0117 0.1559 0.006 0.000 -0.005
H 5.3827 -1.4790 1.6919 0.009 0.004 -0.001
H 4.0749 -0.0756 3.3006 0.005 -0.002 0.006
H 1.5576 -0.2608 3.2684 0.004 0.019 0.012
C 4.5676 1.1627 -3.1897 0.020 0.024 -0.001
C 3.4674 0.3655 -2.5037 0.000 -0.006 -0.002
C 2.0919 0.6551 -3.0952 -0.010 0.068 0.005
C 0.9560 -0.1075 -2.4026 -0.029 -0.028 -0.063
Ge 0.5685 0.5197 -0.5564 0.243 0.148 -0.059
C 0.3799 2.4854 -0.7534 0.148 -0.041 -0.004
C 1.7195 3.2542 -0.6985 0.009 0.001 -0.027
C 2.0664 3.8340 0.6716 -0.024 0.053 0.009
C 2.5455 2.8080 1.6895 -0.006 0.002 0.060
H 5.5525 0.9080 -2.8000 0.000 -0.004 0.005
H 4.4213 2.2349 -3.0446 -0.010 0.003 -0.002
H 4.5765 0.9748 -4.2643 0.008 -0.012 -0.007
H 3.4676 0.5815 -1.4312 0.000 0.026 0.017
H 3.6715 -0.7073 -2.5917 -0.009 -0.010 -0.031
H 2.1133 0.3870 -4.1565 -0.019 -0.026 0.000
H 1.8968 1.7329 -3.0732 0.032 -0.027 0.036
H 1.1977 -1.1735 -2.4105 0.017 0.067 0.048
H 0.0328 0.0200 -2.9846 0.017 -0.042 0.002
H 1.8491 0.3527 0.2762 0.105 -0.042 -0.033
H -0.2887 2.9139 -0.0080 -0.050 -0.009 0.049
H -0.0846 2.6505 -1.7302 -0.004 -0.017 -0.007
H 1.6728 4.0769 -1.4161 -0.037 0.010 0.002
H 2.5508 2.6242 -1.0287 -0.006 -0.011 -0.022
H 1.1985 4.3729 1.0680 0.011 -0.003 0.006
H 2.8432 4.5903 0.5417 0.024 -0.038 -0.025
H 1.7493 2.1171 1.9736 -0.061 -0.045 0.011
H 2.8925 3.2982 2.5997 -0.011 -0.010 0.005
H 3.3703 2.2182 1.2820 0.031 0.002 0.001

---

# 2
81
Properties=species:S:1:pos:R:3:forces:R:3 method="wB97M-V/def2-TZVPD" lumo_ev="-0.3 / -0.4" e_homo_ev="-5.03 / -4.81" charge=0 gap_ev="4.74 / 4.45" de_lowest_kj_mol=256.97 mol_weight_g_mol=714.45
Ti -1.0332 -0.0911 -1.1430 -0.121 0.350 -1.883
C -2.7491 1.0626 -3.4468 -0.328 -0.259 -0.084
C -3.9226 0.5661 -2.5738 0.048 0.209 -0.351
N -3.5024 0.2053 -1.2128 0.493 0.012 0.156
C -3.9988 1.0392 -0.1179 0.102 0.183 0.121
C -2.8571 1.4442 0.8251 -0.413 -0.119 0.039
N -1.6023 1.6883 0.1010 0.112 0.075 0.369
C -1.5085 2.9931 -0.5659 -0.059 0.123 -0.367
C -2.1371 2.9400 -1.9598 0.062 0.020 0.377
N -1.7156 1.7082 -2.6286 0.137 -0.340 0.114
H -2.2809 0.2070 -3.9346 0.068 -0.034 -0.144
H -3.1415 1.7263 -4.2271 0.055 -0.008 0.053
H -4.7049 1.3283 -2.5275 0.001 -0.023 0.104
H -4.3659 -0.2931 -3.0774 0.053 -0.025 0.044
H -3.6917 -0.7693 -1.0337 -0.087 -0.106 -0.063
H -4.4763 1.9317 -0.5237 -0.011 -0.049 -0.068
H -4.7606 0.5198 0.4690 -0.007 0.017 -0.028
H -3.1587 2.3238 1.4063 0.084 -0.024 0.003
H -2.6729 0.6247 1.5193 0.083 0.041 0.035
H -0.8681 1.6636 0.8029 0.019 0.181 0.164
H -1.9772 3.7812 0.0341 0.061 -0.021 0.024
H -0.4492 3.2328 -0.6641 0.052 -0.020 0.044
H -3.2222 2.9502 -1.8741 -0.004 -0.002 -0.087
H -1.8509 3.8342 -2.5190 -0.045 -0.029 -0.036
H -0.9156 1.8968 -3.2225 0.067 -0.111 0.003
C 0.4899 4.1741 3.3837 0.008 0.033 0.004
C -0.0154 3.0007 3.9273 -0.033 -0.036 0.068
C 0.1868 1.7869 3.2864 0.014 -0.021 -0.148
C 0.8930 1.7329 2.0842 -0.020 0.014 -0.112
C 1.3887 2.9231 1.5444 -0.017 -0.112 -0.023
C 1.1982 4.1352 2.1911 -0.006 0.063 0.038
P 1.2419 0.1900 1.1161 0.121 0.268 0.846
C 2.6747 -0.4003 2.1053 0.236 -0.111 -0.405
C 2.9602 -1.7660 2.1151 -0.023 0.051 -0.064
C 4.0968 -2.2452 2.7458 0.001 -0.042 0.006
C 4.9798 -1.3642 3.3541 0.022 0.000 0.020
C 4.7214 -0.0026 3.3233 0.022 0.009 0.019
C 3.5780 0.4768 2.7013 -0.135 0.035 -0.015
C -0.0793 -0.9510 1.6403 -0.176 0.053 -0.417
C -0.1603 -1.5645 2.8939 0.017 -0.003 -0.073
C -1.1970 -2.4369 3.1705 0.004 0.027 -0.015
C -2.1429 -2.7043 2.1868 -0.041 0.003 0.058
C -2.0548 -2.0927 0.9481 -0.107 0.142 -0.353
C -1.0246 -1.1899 0.6129 -0.013 -0.470 1.660
H 0.3341 5.1169 3.8927 0.002 -0.008 -0.011
H -0.5614 3.0294 4.8624 -0.004 0.005 -0.020
H -0.2096 0.8733 3.7105 -0.021 0.030 0.053
H 1.9390 2.8821 0.6093 0.000 0.046 -0.006
H 1.5994 5.0480 1.7681 -0.003 -0.021 -0.007
H 2.2842 -2.4532 1.6208 0.030 -0.063 0.010
H 4.3001 -3.3087 2.7554 -0.015 0.012 -0.016
H 5.8680 -1.7379 3.8476 -0.004 0.003 -0.022
H 5.4133 0.6933 3.7816 -0.020 -0.014 0.011
H 3.3833 1.5422 2.6861 0.055 -0.010 0.030
H 0.5986 -1.3716 3.6439 0.019 -0.013 -0.031
H -1.2662 -2.9160 4.1395 0.017 0.004 -0.016
H -2.9447 -3.4048 2.3925 0.021 0.030 -0.056
H -2.8063 -2.3555 0.2051 0.092 -0.034 -0.016
C 0.8227 0.1703 -2.2457 -0.671 0.342 -0.121
C 2.0969 -0.5557 -2.0693 0.779 -0.413 0.169
C 2.2279 -1.9055 -2.4211 -0.256 0.054 -0.014
C 3.4181 -2.5947 -2.2417 0.087 -0.025 -0.005
C 4.5386 -1.9540 -1.7317 -0.058 0.005 0.024
C 4.4537 -0.6026 -1.4316 0.041 0.017 0.083
C 3.2588 0.0782 -1.6002 -0.315 0.079 -0.033
H 0.4083 -0.0977 -3.2290 -0.058 0.075 -0.091
H 1.0194 1.2532 -2.2295 -0.044 -0.022 0.042
H 1.3869 -2.4058 -2.8874 -0.037 -0.017 -0.002
H 3.4834 -3.6391 -2.5259 -0.065 0.041 -0.017
H 5.4674 -2.4920 -1.5905 -0.006 0.005 -0.015
H 5.3238 -0.0722 -1.0618 -0.018 0.000 -0.017
H 3.2288 1.1440 -1.3967 -0.045 0.012 0.095
N -0.6830 -3.4751 -1.5604 1.168 -0.121 1.094
C -1.5754 -2.7739 -2.2985 -2.774 -2.796 -2.044
O -1.6353 -1.4895 -2.1027 0.428 1.255 0.649
C -2.3869 -3.4154 -3.2242 0.130 1.018 2.246
I -0.9606 -2.2732 -5.4055 0.642 0.651 -1.070
H 0.0036 -2.9469 -1.0453 0.174 -0.279 -0.188
H -0.4582 -4.4158 -1.8294 0.095 0.111 -0.106
H -3.2408 -2.9097 -3.6433 0.244 0.048 -0.188
H -2.3014 -4.4801 -3.3800 0.097 0.047 -0.029